# C57H71FN10O5SSc

C57H71FN10O5SSc as an isolated structure (ωB97M-V with the def2-TZVPD basis set, the Open Molecules 2025 dataset).

Structure (XYZ):
```
146
Properties=species:S:1:pos:R:3:forces:R:3
Sc -0.23111 0.36307 0.49506 -0.3 -0.4 0.0
F 1.72180 -3.76347 -4.85202 0.0 -0.1 0.0
C 1.17616 -2.53318 -4.96719 0.1 -0.1 0.0
C 0.99491 -1.77236 -3.85208 0.0 0.1 0.3
C 0.50611 -0.46863 -3.97872 -0.2 0.0 0.1
C 0.12144 0.29247 -2.77667 0.2 0.2 0.1
O 0.23142 -0.21859 -1.65336 0.1 -0.3 -0.2
C -0.38810 1.61453 -3.02109 0.0 -0.4 -0.1
C -0.45199 2.08644 -4.28457 0.1 0.1 -0.3
N -0.09657 1.38866 -5.38804 0.1 -0.1 -0.2
C -0.15656 2.04948 -6.67579 -0.1 -0.2 0.1
C 1.07305 2.06715 -7.53123 0.2 0.0 -0.1
C 0.61544 3.31889 -6.84778 0.0 0.2 0.1
C 0.29358 0.05921 -5.25773 -0.1 0.2 -0.1
C 0.40108 -0.77457 -6.37743 0.1 0.1 -0.2
C 0.81317 -2.08637 -6.24230 0.0 -0.1 -0.2
N 0.81809 -2.95122 -7.36986 0.0 0.0 -0.1
C 0.69044 -4.39808 -7.24225 -0.1 0.3 -0.2
C 0.04219 -4.92917 -8.54885 0.1 0.2 0.1
N -0.61437 -3.75902 -9.23286 0.3 -0.1 0.1
C 0.42557 -2.81187 -9.76973 0.1 0.0 0.2
C 1.43757 -2.56037 -8.62418 -0.1 -0.2 0.1
C -0.92786 2.48391 -1.92977 0.0 0.1 0.1
O -1.48858 3.53168 -2.24631 0.0 0.0 0.2
O -0.77088 2.01660 -0.76029 0.1 0.2 0.5
H 1.24362 -2.15873 -2.85906 -0.1 0.0 -0.1
H -0.80604 3.09694 -4.45430 0.0 -0.1 0.1
H -1.11863 1.98484 -7.17012 0.0 -0.1 0.0
H 0.94366 1.98332 -8.60346 0.0 0.0 0.1
H 1.96003 1.58056 -7.14294 -0.1 0.1 0.0
H 0.16530 4.10657 -7.43741 0.0 -0.1 0.0
H 1.19372 3.66424 -5.99855 0.0 -0.1 -0.1
H 0.13862 -0.38980 -7.35762 0.0 -0.1 0.1
H 0.05935 -4.62629 -6.38988 -0.1 0.0 0.1
H 1.64534 -4.90273 -7.09551 0.1 -0.1 0.0
H -0.70850 -5.68742 -8.35325 -0.1 0.0 0.0
H 0.77404 -5.33238 -9.24384 0.0 0.0 -0.1
H -1.12087 -3.24965 -8.50912 -0.1 0.1 0.1
H -1.26690 -4.04826 -9.95409 -0.1 -0.1 -0.1
H -0.08781 -1.90794 -10.08636 -0.1 0.0 0.0
H 0.88752 -3.28076 -10.63414 0.0 0.0 0.0
H 1.72249 -1.51385 -8.59814 0.0 0.0 0.0
H 2.34699 -3.14378 -8.80434 0.0 0.0 0.0
C 1.70975 -2.29181 6.79966 0.0 0.1 0.0
C 2.42325 -0.96439 6.81004 0.0 -0.1 0.0
C 3.37481 -0.66112 7.77974 0.0 0.0 0.0
C 4.06168 0.54494 7.77216 0.0 0.0 0.0
C 3.78881 1.48252 6.78501 0.0 0.0 0.0
C 2.82527 1.21409 5.82366 -0.1 0.0 -0.1
C 2.14980 -0.00641 5.82761 -0.1 0.0 -0.1
N 1.14022 -0.29835 4.86521 0.3 0.1 0.2
C 1.12960 0.06173 3.53600 -0.2 -0.1 0.0
N 2.35701 0.13178 2.97494 -0.1 0.2 -0.1
C 2.79037 0.72293 1.75063 -0.1 -0.2 0.2
C 1.95180 0.80742 0.64442 -0.2 0.0 0.0
C 2.50869 1.42038 -0.48444 0.1 0.1 -0.1
C 3.80938 1.89236 -0.52659 0.1 0.0 0.1
C 4.61685 1.74594 0.59321 0.0 0.0 0.0
C 4.12346 1.15772 1.74855 0.2 0.0 0.0
C 5.02039 0.99830 2.95328 0.0 0.0 -0.1
N 0.00909 0.20787 2.88312 -0.2 0.3 -0.1
C -1.20619 0.30763 3.65618 0.2 0.0 0.0
C -2.24539 -0.56560 3.33975 0.1 -0.2 0.2
C -3.47792 -0.50068 3.96372 0.0 0.0 0.0
C -3.70738 0.47243 4.92665 0.0 0.1 0.0
C -2.69006 1.36578 5.23046 0.1 0.0 0.0
C -1.43558 1.31015 4.61503 0.0 0.1 0.0
C -0.40668 2.34678 4.99145 0.0 -0.1 0.0
H 2.18963 -2.99290 7.48232 0.0 0.0 0.0
H 1.71312 -2.72213 5.79593 0.0 0.0 0.1
H 0.66108 -2.19554 7.10525 0.1 0.0 0.0
H 3.58961 -1.39669 8.54942 0.0 0.1 -0.1
H 4.80675 0.75102 8.53305 -0.1 0.0 -0.1
H 4.31354 2.43232 6.77082 0.0 -0.1 0.0
H 2.58599 1.95286 5.06407 0.0 -0.1 0.1
H 0.25779 -0.63166 5.21782 -0.1 0.0 0.0
H 3.09644 -0.10158 3.61178 0.1 -0.1 0.1
H 1.90389 1.54754 -1.37395 0.0 0.0 0.0
H 4.19589 2.36710 -1.42238 0.0 0.0 0.1
H 5.64385 2.09894 0.57819 -0.1 0.0 0.0
H 6.02801 1.33617 2.71471 0.0 0.0 0.0
H 5.10415 -0.04721 3.27634 0.0 0.1 0.0
H 4.66849 1.57842 3.80963 0.0 0.0 0.0
H -2.07772 -1.30398 2.57506 0.1 -0.2 -0.1
H -4.25226 -1.21090 3.69364 0.1 0.0 0.0
H -4.66490 0.53706 5.43571 0.1 0.0 -0.1
H -2.86440 2.14693 5.96668 0.0 -0.1 -0.1
H -0.89545 3.29839 5.20782 0.0 0.0 0.0
H 0.30737 2.51834 4.18482 -0.1 0.0 0.0
H 0.14276 2.05168 5.88958 0.0 0.0 0.0
O 1.70751 -2.68497 -0.89371 -0.1 0.3 -0.4
H 0.85537 -2.47538 -0.46107 0.2 0.1 -0.2
H 2.25878 -1.92632 -0.65439 -0.1 0.0 0.0
S 0.81030 3.87101 1.94131 0.1 0.2 0.0
C 0.76840 5.24041 2.87657 0.0 0.1 0.1
N -0.27346 5.67735 3.63589 -0.2 0.2 0.1
C -0.06553 7.03860 4.13676 0.0 -0.3 -0.1
C 1.45736 7.18183 4.01440 0.0 -0.2 -0.2
N 1.76515 6.14127 3.03454 0.1 0.2 0.1
H -1.18873 5.32689 3.41592 0.0 0.0 0.0
H -0.40486 7.14169 5.16312 0.0 0.0 0.1
H -0.58221 7.77658 3.52218 0.0 0.0 -0.1
H 1.95515 7.00012 4.96731 0.0 -0.1 0.1
H 1.74439 8.16602 3.65542 0.1 0.1 0.0
H 2.69339 5.91491 2.72765 0.0 0.0 0.0
C -0.27291 -3.78309 3.84014 -0.1 -0.1 -0.1
C -0.02344 -3.96982 2.33643 -0.1 0.3 0.1
C 1.26655 -3.25943 1.93808 -0.1 -0.3 0.1
C -1.30904 -3.74450 1.50754 0.1 0.0 0.1
C -2.21966 -4.79628 1.66100 0.0 0.0 0.1
C -3.43071 -4.85330 1.00408 0.0 0.0 0.0
C -3.72053 -3.84151 0.10363 0.0 0.0 0.0
C -2.85337 -2.77608 -0.11353 -0.2 0.0 0.0
C -3.22164 -1.86925 -1.28249 0.2 0.1 0.0
C -3.25715 -0.37339 -0.99551 -0.3 -0.2 0.0
C -2.30782 -2.18911 -2.46922 0.1 -0.1 0.0
C -1.65013 -2.67302 0.63802 0.4 -0.1 -0.1
O -0.82919 -1.61336 0.46667 0.0 0.2 0.1
H 0.56379 -4.20374 4.40583 0.0 0.0 0.0
H -1.18974 -4.28259 4.16717 0.1 0.1 0.0
H -0.35756 -2.72846 4.09335 0.0 0.2 0.0
H 0.17423 -5.03294 2.20707 0.0 -0.2 -0.1
H 1.16943 -2.18060 1.99310 0.0 0.2 0.0
H 1.58335 -3.52433 0.93152 0.0 -0.1 0.4
H 2.06297 -3.56497 2.62619 -0.1 0.0 0.0
H -1.94855 -5.60699 2.33334 0.0 0.1 -0.1
H -4.11325 -5.68318 1.15671 0.1 0.1 0.0
H -4.63639 -3.88984 -0.47797 0.0 0.0 0.0
H -4.23607 -2.14964 -1.56193 -0.1 -0.1 -0.1
H -2.26767 -0.00455 -0.79642 0.2 0.2 -0.1
H -3.88323 -0.16569 -0.12421 0.0 0.0 0.0
H -3.65103 0.18299 -1.85301 0.0 -0.1 0.0
H -1.26687 -2.07174 -2.16457 0.0 0.0 -0.1
H -2.50279 -1.52272 -3.31981 0.0 0.0 0.1
H -2.45299 -3.22591 -2.79240 0.0 0.1 0.0
C -5.33472 2.41496 1.69028 0.2 0.1 -0.1
N -4.08040 2.79678 1.03362 0.2 -0.1 0.1
C -4.13700 3.59379 -0.20329 0.1 -0.1 0.2
C -2.99813 2.07317 1.24666 -0.7 0.2 -0.3
N -2.04326 1.44199 1.36101 0.1 0.1 0.1
H -5.89871 3.31426 1.93148 0.0 0.0 0.0
H -5.11406 1.87554 2.60747 0.0 0.0 0.0
H -5.93906 1.78189 1.03704 0.0 0.0 0.0
H -4.52463 4.58579 0.02222 0.0 0.0 0.0
H -4.79301 3.11184 -0.93163 0.0 0.0 0.0
H -3.13925 3.68051 -0.63410 0.0 0.0 0.0
```
Forces are in eV/Å.

Results
Electronic energy = -4397.1464 Eh
F_max = 0.77 eV/A
Net charge = +1
ΔE to the lowest compared entry with this formula, charge and spin = 0.4581 eV
Multiplicity = 1